[1]
Below is a molecular structure, C7H14F2I2N7O5PS2, with properties calculated with the ωB97M-V functional and the def2-TZVPD basis.

Geometry as XYZ:
```
40
Properties=species:S:1:pos:R:3
H 2.896 2.006 -2.856
C 1.610 -0.461 0.027
H -0.970 0.067 0.742
C 0.171 1.317 -2.256
H 6.177 -1.883 -0.358
O -5.177 -1.396 2.314
N 0.988 0.650 0.314
O -3.546 1.169 1.469
H -0.572 0.886 -1.589
N -4.607 -0.596 -0.040
N 1.483 1.860 -0.229
N 3.103 -1.882 -0.775
H -1.639 -0.815 2.865
H 1.817 3.400 -2.992
H -0.635 -0.524 4.288
F -5.436 1.731 0.149
C -0.996 -0.088 3.357
P 4.568 -2.239 -1.685
I 4.152 -4.293 -2.889
H 3.240 0.172 -1.188
O -3.390 1.375 -0.950
S -5.694 -1.097 1.018
C -0.184 0.663 1.209
I 2.173 -4.544 0.351
C 1.303 1.949 -1.502
S -4.107 0.867 0.185
C 2.153 -2.533 -0.027
O 5.601 -2.648 -0.501
H 2.949 3.317 -1.628
H -0.292 2.099 -2.857
N 1.268 -1.705 0.439
N 0.165 0.167 2.504
C 2.311 2.732 -2.286
H -0.536 1.701 1.221
H -1.579 0.807 3.589
N 2.723 -0.559 -0.731
H 0.547 0.561 -2.951
F -5.946 -2.522 0.371
H 0.866 0.741 2.951
O -6.960 -0.452 0.926
```

Summary:
- Spin multiplicity: 1
- Calculated total energy: -2967.401053 a.u.
- HOMO-LUMO gap: 6.954 eV
- F_max: 1.84 eV/Å
- Charge: 0

Here are the natural (NBO) charges for atoms 1 to 5, given in e: number 1, H, carries 0.225; number 2, C, carries 0.589; number 3, H, carries 0.226; number 4, C, carries -0.711; number 5, H, carries 0.513

***

[2]
Below is 2 unconnected molecules or ions with the total composition CHCl3N3, with properties calculated with the ωB97M-V functional and the def2-TZVPD basis.

Geometry as XYZ:
```
8
Properties=species:S:1:pos:R:3
N 0.767 -0.409 1.487
Cl -0.466 -1.558 -1.315
Cl 1.161 0.868 -1.764
N -0.121 0.204 0.962
Cl -1.732 0.969 -1.196
C -0.355 0.118 -1.184
N 1.464 -1.266 1.715
H -0.717 1.073 1.295
```

Summary:
- Spin multiplicity: 1
- Calculated total energy: -1583.120525 a.u.
- HOMO-LUMO gap: 8.801 eV
- F_max: 6.11 eV/Å
- Energy above the lowest of the compared OMol25 structures with the same formula, charge and spin: 62.3 kJ/mol
- Charge: +1

Here are the natural (NBO) charges for atoms 1 to 5, given in e: number 1, N, carries 0.236; number 2, Cl, carries 0.263; number 3, Cl, carries 0.203; number 4, N, carries -0.524; number 5, Cl, carries 0.301

***

[3]
Below is a molecular structure, C20H42BF2GeN5PrS6Si3, with properties calculated with the ωB97M-V functional and the def2-TZVPD basis.

Geometry as XYZ:
```
81
Properties=species:S:1:pos:R:3
H 0.926 -2.816 5.338
S 1.457 3.065 2.207
H -2.543 -6.672 2.165
C 0.251 -3.063 4.493
C 2.721 5.330 -3.240
H 1.954 5.135 -6.964
H 2.608 -1.694 -3.698
H 2.897 5.313 -2.139
Si -1.117 -1.774 4.330
C 3.619 -0.276 -2.467
H 0.772 -3.165 3.547
C 3.333 -2.759 -2.062
H -1.982 -1.757 6.733
H 4.762 5.653 -3.859
Si -3.533 -0.415 1.652
N 2.933 1.711 -1.734
H -1.746 0.715 0.536
C -0.506 -4.649 0.413
H 2.509 -2.584 -1.452
C 1.176 4.907 -5.031
F -0.395 -0.386 -3.076
C -2.306 -5.693 2.618
H 0.546 -0.260 5.358
C -0.242 3.697 -2.472
C -4.958 -0.063 2.843
H 1.213 2.800 -3.598
H 4.197 5.738 -6.277
H -1.043 0.578 5.340
C 2.198 5.137 -5.966
S 1.389 -0.228 1.250
H -3.472 -3.744 -0.586
C -3.552 -4.423 0.253
H -2.865 2.016 1.141
S -1.498 3.434 -1.370
H -0.143 -4.063 4.716
C 3.751 5.519 -4.171
H -5.394 0.925 2.685
C 4.126 1.710 -1.242
H 0.005 5.669 -2.089
H -0.108 0.474 3.855
H -0.311 -3.995 -0.455
H -0.140 1.759 -3.117
H 4.342 -1.845 -3.751
H 0.153 4.712 -5.383
H 3.179 -3.718 -2.580
Ge -2.032 -2.117 2.285
S 2.581 1.371 1.656
C -4.320 -0.593 -0.033
Pr 0.749 1.764 -0.426
H -4.559 -4.202 0.664
H -3.204 -1.390 5.566
S 4.994 0.279 -1.560
H -3.174 -5.498 3.248
H -3.705 -1.056 -0.788
N 0.326 4.919 -2.720
F -0.467 -1.563 -1.153
C 3.514 -1.625 -3.103
Si -2.089 -4.302 1.408
N 4.512 2.912 -0.606
C -2.402 -2.062 5.672
H -4.514 0.046 3.887
S 1.735 4.420 0.680
H -3.650 -5.404 -0.214
H -5.286 -1.126 0.009
H 5.227 2.774 0.113
H 4.193 -2.842 -1.379
H -0.424 -5.695 0.123
H -1.616 1.139 2.196
C 3.470 5.546 -5.533
H -5.665 -0.892 2.771
H 0.372 -4.562 1.053
H -2.744 -3.065 5.692
H 3.718 3.397 -0.291
C -2.360 1.055 1.370
H -4.499 0.417 -0.447
B -0.350 -0.384 -1.681
N 0.324 2.665 -3.102
C -0.379 -0.083 4.752
N 2.610 0.552 -2.412
H -1.458 -5.776 3.271
C 1.407 5.027 -3.661
```

Summary:
- Spin multiplicity: 4
- Calculated total energy: -7137.414823 a.u.
- HOMO-LUMO gap (alpha / beta): 6.615 / 6.911 eV
- ⟨S²⟩: 3.76
- F_max: 4.06 eV/Å
- Charge: 0

Here are the Löwdin charges for atoms 1 to 5, given in e: number 1, H, carries 0.037; number 2, S, carries 0.015; number 3, H, carries 0.043; number 4, C, carries -0.235; number 5, C, carries -0.002

***

[4]
Below is 2 unconnected molecules or ions with the total composition C4H10O3, with properties calculated with the ωB97M-V functional and the def2-TZVPD basis.

Geometry as XYZ:
```
17
Properties=species:S:1:pos:R:3
H -1.115 1.890 -0.230
H -3.051 -0.284 2.336
H 0.123 0.958 -1.969
O 6.305 -1.227 0.872
C -1.437 0.872 -0.580
C -0.335 0.273 -1.331
C -2.812 0.492 1.533
H 6.220 -2.017 0.356
H -1.392 -0.931 0.843
H 0.419 -0.096 -0.551
O -0.704 -0.873 -1.982
H -2.487 0.720 -1.063
H 7.258 -1.239 1.062
H -1.085 -0.706 -2.786
H -0.713 0.619 1.404
C -1.602 0.173 0.733
O -3.593 1.375 1.354
```

Summary:
- Spin multiplicity: 2
- Calculated total energy: -383.704291 a.u.
- HOMO-LUMO gap (alpha / beta): 7.398 / 3.501 eV
- ⟨S²⟩: 0.76
- F_max: 4.14 eV/Å
- Energy above the lowest of the compared OMol25 structures with the same formula, charge and spin: 216.9 kJ/mol
- Charge: +1

Here are the natural (NBO) charges for atoms 1 to 5, given in e: number 1, H, carries 0.242; number 2, H, carries 0.324; number 3, H, carries 0.207; number 4, O, carries -0.934; number 5, C, carries -0.432

***

[5]
Below is 2 unconnected molecules or ions with the total composition C4H9NO3, with properties calculated with the ωB97M-V functional and the def2-TZVPD basis.

Geometry as XYZ:
```
17
Properties=species:S:1:pos:R:3
C 0.271 1.363 1.034
H -1.303 0.245 2.040
C -0.724 0.159 1.115
H 1.846 2.117 -0.310
H 0.924 1.371 1.857
H -1.616 -1.127 -1.981
H 0.974 -2.527 -0.044
O -1.313 -0.794 -2.786
H -1.358 0.380 0.181
H -0.283 2.248 1.350
O 0.464 -1.777 2.033
N 0.644 -1.527 -0.197
C 0.972 1.387 -0.312
C 0.079 -1.169 0.981
H 0.393 -1.068 -1.119
O 0.724 0.848 -1.320
H -0.693 -0.129 -2.523
```

Summary:
- Spin multiplicity: 1
- Calculated total energy: -438.261608 a.u.
- HOMO-LUMO gap: 10.354 eV
- F_max: 5.35 eV/Å
- Energy above the lowest of the compared OMol25 structures with the same formula, charge and spin: 177.1 kJ/mol
- Charge: 0

Here are the natural (NBO) charges for atoms 1 to 5, given in e: number 1, C, carries -0.529; number 2, H, carries 0.250; number 3, C, carries -0.487; number 4, H, carries 0.103; number 5, H, carries 0.245

***

[6]
Below is 4 unconnected molecules or ions with the total composition C17H24F16O9P, with properties calculated with the ωB97M-V functional and the def2-TZVPD basis.

Geometry as XYZ:
```
67
Properties=species:S:1:pos:R:3
F -4.402 3.558 5.983
O 1.464 2.243 -4.720
H -4.196 -0.920 2.772
H 2.682 1.244 0.844
F -3.753 -2.900 5.404
H 3.012 -3.884 -0.047
F -4.552 2.610 3.918
F -2.107 1.592 6.261
H -0.958 -1.860 -4.239
H 0.819 2.119 -0.693
O -1.591 1.531 -0.300
O -2.125 0.425 1.653
O 2.352 -2.042 0.725
O -0.293 2.883 -2.899
F -4.175 1.012 6.509
C 2.853 1.663 -0.148
F 4.195 -1.528 -3.197
O 1.966 1.662 -2.420
H -1.990 -1.029 4.342
H 3.106 2.708 0.052
H 2.670 2.797 -6.817
C -2.393 1.336 0.627
P 0.692 1.915 -3.373
C -2.826 -0.771 4.999
C -4.005 -1.711 4.784
C 0.878 3.114 -5.703
C 4.163 -2.262 -0.893
C 0.592 -0.466 -4.416
C 2.060 3.648 -6.509
C 1.641 1.489 -1.048
H 3.727 1.209 -0.610
F -5.486 -2.448 3.054
C 0.534 -1.736 2.228
F -3.298 -2.631 2.689
H 1.682 -0.495 -4.524
H 0.117 -1.037 1.484
C 1.403 -2.714 1.430
H 0.248 -0.209 -5.422
H -2.781 0.853 2.257
H 0.333 2.422 -6.346
H 0.182 -2.113 -3.004
F 4.752 -1.157 -0.389
H 1.186 0.509 -0.853
H 0.248 3.930 -5.364
F -0.570 -2.305 2.768
O -3.100 0.558 4.580
H 0.592 -2.666 -4.653
H 2.753 -0.954 -2.057
F -5.138 -1.215 5.356
C 3.368 -1.865 -2.143
H -2.940 3.398 4.759
C 3.356 -2.888 0.239
F 2.530 -2.889 -2.483
F 0.546 -3.339 0.580
C -3.820 2.784 5.008
O -3.506 1.953 0.809
F 5.143 -3.134 -1.200
C 0.123 -1.882 -4.066
F 1.978 -3.713 2.148
C -3.270 1.464 5.595
C -4.276 -1.880 3.299
H 1.785 4.354 -7.293
O 0.009 0.477 -3.524
F 1.286 -1.067 3.132
H -2.363 -0.874 5.981
H 4.095 -3.104 1.016
H 2.793 4.227 -5.934
```

Summary:
- Spin multiplicity: 1
- Calculated total energy: -3278.739431 a.u.
- HOMO-LUMO gap: 7.053 eV
- F_max: 3.40 eV/Å
- Charge: -1

Here are the natural (NBO) charges for atoms 1 to 5, given in e: number 1, F, carries -0.336; number 2, O, carries -0.825; number 3, H, carries 0.181; number 4, H, carries 0.219; number 5, F, carries -0.325